Record 1
This record from the OMol25 dataset describes C15H23N3O4 in the gas phase in a non-equilibrium geometry. The level of theory is the ωB97M-V functional and the def2-TZVPD basis.

Properties
Spin multiplicity: 1
Net charge: 0
Energy above the lowest of the compared OMol25 structures with the same formula, charge and spin, kJ/mol: 146.6

Cartesian coordinates (Å):
C -0.784 -1.001 0.635
C -0.333 -1.043 -0.853
C -2.133 -1.735 0.768
C -3.354 -0.907 0.459
C -3.720 -0.539 -0.892
C -4.085 -0.356 1.480
C -4.879 0.167 -1.150
C -5.222 0.386 1.230
C -5.584 0.681 -0.082
C 1.997 -0.117 -0.268
C 2.139 1.403 -0.387
C 3.243 -0.930 -0.538
C 4.189 -1.182 0.653
C 4.905 0.046 1.250
C 5.890 0.816 0.293
H -0.843 0.406 2.095
H -1.553 0.926 0.690
H -0.085 -1.640 1.228
H -2.170 -2.611 0.126
H -2.203 -2.053 1.816
H -3.084 -0.942 -1.697
H -3.792 -0.532 2.532
H -5.297 0.467 -2.115
H -5.685 0.897 2.079
H -6.877 2.049 0.457
H 1.136 -0.545 -2.095
H 1.694 -0.405 0.754
H 2.879 -1.917 -0.860
H 3.752 -0.441 -1.382
H 3.617 -1.699 1.443
H 4.937 -1.879 0.239
H 5.579 -0.198 2.167
H 4.158 0.774 1.582
H 5.311 1.230 -0.586
H 6.243 1.670 0.879
H 6.769 -0.810 -0.632
H 7.725 -0.147 0.633
H 0.498 1.430 0.513
N -0.749 0.398 1.090
N 0.935 -0.576 -1.112
N 7.061 0.053 -0.175
O -1.016 -1.479 -1.757
O -6.590 1.578 -0.397
O 3.041 1.907 -1.058
O 1.184 2.082 0.202



Record 2
This record from the OMol25 dataset describes a molecular structure, C22H40AsBF2N6PbS2. The level of theory is the ωB97M-V functional and the def2-TZVPD basis.

Properties
Spin multiplicity: 1
Net charge: 0
Energy above the lowest of the compared OMol25 structures with the same formula, charge and spin, kJ/mol: 4.1

Cartesian coordinates (Å):
Pb 1.240 0.381 -0.026
N 1.545 3.572 0.249
C 0.593 4.552 -0.269
C -0.724 4.482 0.505
N -1.491 3.251 0.348
H 1.786 3.781 1.212
H 2.404 3.577 -0.289
H 0.398 4.310 -1.317
H 0.970 5.584 -0.227
H -1.350 5.318 0.185
H -0.517 4.608 1.573
H -1.703 3.091 -0.632
H -0.928 2.460 0.639
C 0.524 0.726 3.372
N 1.537 0.652 2.333
C 2.762 0.943 2.630
C 3.800 0.937 1.675
C 5.173 1.187 1.831
C 5.741 1.062 0.569
C 4.690 0.750 -0.305
N 3.528 0.677 0.348
C 0.231 -0.616 4.007
C 0.139 -0.734 5.388
C -0.180 -1.951 5.974
C -0.401 -3.066 5.181
C -0.298 -2.959 3.800
C 0.008 -1.740 3.217
H -0.399 1.100 2.915
H 0.826 1.433 4.152
H 3.015 1.219 3.657
H 5.681 1.402 2.759
H 6.778 1.185 0.302
H 4.738 0.580 -1.372
H 0.315 0.132 6.018
H -0.254 -2.028 7.052
H -0.647 -4.017 5.637
H -0.452 -3.828 3.172
H 0.094 -1.655 2.140
C 2.701 0.555 -5.343
As 0.883 1.142 -4.991
C 0.526 2.462 -6.375
C -0.229 -0.373 -5.487
S 0.546 1.886 -3.089
H 2.819 0.293 -6.394
H 2.919 -0.308 -4.716
H 3.384 1.360 -5.081
H 0.685 2.044 -7.369
H 1.184 3.314 -6.217
H -0.504 2.798 -6.270
H -0.080 -0.630 -6.535
H -1.269 -0.106 -5.313
H 0.027 -1.220 -4.852
F 1.585 -2.753 -1.340
B 1.609 -2.124 -0.139
F 1.800 -3.020 0.848
C -2.047 -2.870 -2.064
N -2.990 -2.722 -0.965
C -4.349 -3.065 -1.370
C -2.805 -1.685 -0.079
S -1.776 -0.405 -0.423
N -3.498 -1.771 1.077
C -4.047 -3.022 1.569
C -3.533 -0.679 2.037
H -2.165 -3.877 -2.470
H -1.027 -2.746 -1.712
H -2.231 -2.137 -2.857
H -4.593 -2.560 -2.312
H -5.075 -2.752 -0.626
H -4.433 -4.142 -1.523
H -3.616 -3.863 1.031
H -5.136 -3.056 1.475
H -3.797 -3.122 2.626
H -3.377 0.267 1.528
H -2.756 -0.801 2.795
H -4.510 -0.670 2.523



Record 3
This record from the OMol25 dataset describes C13H11BrO2 in the gas phase in a non-equilibrium geometry. The level of theory is the ωB97M-V functional and the def2-TZVPD basis.

Properties
Spin multiplicity: 1
Net charge: 0
Energy above the lowest of the compared OMol25 structures with the same formula, charge and spin, kJ/mol: 1280.4

Cartesian coordinates (Å):
C 2.582 -0.271 0.828
C 2.770 -0.904 -0.674
C 1.642 -0.362 -1.774
C 0.568 0.534 -0.916
C 0.854 2.163 -0.837
C -0.143 3.144 0.040
C -1.407 2.384 0.824
C -1.701 0.772 0.732
C -0.685 -0.204 -0.158
C -0.997 -1.833 -0.180
O -0.024 -2.781 -0.276
C -2.612 -2.237 -0.022
Br -3.431 -3.874 -0.861
C -3.563 -1.360 0.760
C -2.968 0.013 1.503
O -3.465 0.498 2.662
H 3.483 -0.692 1.486
H 2.672 0.902 0.884
H 1.601 -0.651 1.389
H 2.629 -2.075 -0.598
H 3.870 -0.673 -1.068
H 2.205 0.373 -2.497
H 1.135 -1.259 -2.347
H 1.762 2.683 -1.382
H 0.037 4.306 0.149
H -2.110 3.078 1.483
H -4.705 -1.674 0.850



no.,gap between HOMO and LUMO (eV),highest occupied orbital energy (eV),energy (Eh)
1,9.014,-8.732,-1050.6254
2,7.226,-6.736,-4640.4932
3,7.013,-9.031,-3225.9662